Formula: C37H73NO11
Source: the OMol25 dataset
Level of theory: ωB97M-V with the def2-TZVPD basis set

Output
SMILES string: [H]/N=C(\C)COC(=O)OCCCCOC.C1CCOC1.C1CCOC1.C1CCOC1.C1CCOC1.C1CCOC1.C1CCOC1.C1CCOC1
LUMO in eV: 0.7
Spin multiplicity: 1
Maximum force in eV Å⁻¹: 3.160

Geometry (Å):
C1 -0.33767 -4.76188 -1.18019
O1 0.11306 -4.99952 -2.53340
C2 0.09806 -3.76122 -3.29746
C3 1.45617 -2.92383 -3.05680
C4 1.18089 -1.52695 -2.31504
C5 0.58749 -0.40680 -3.29840
O2 -0.68651 -0.75975 -3.89100
C6 -1.75590 -0.41969 -3.06861
O3 -1.81767 0.54386 -2.29813
O4 -2.90707 -1.24647 -3.17658
C7 -3.75101 -1.09471 -2.01425
C8 -4.79228 -2.31705 -2.07701
C9 -5.54649 -2.54290 -3.47349
N1 -5.05584 -3.07879 -1.04967
H1 0.45137 -4.20572 -0.57129
H2 -1.31676 -4.15843 -1.14590
H3 -0.59940 -5.77810 -0.71863
H4 -0.09485 -3.96120 -4.40628
H5 -0.79809 -3.13409 -2.94496
H6 1.94739 -2.76071 -4.08178
H7 2.15913 -3.55116 -2.40957
H8 0.57002 -1.64103 -1.35604
H9 2.21802 -1.13778 -2.00543
H10 1.33281 -0.34163 -4.16923
H11 0.61689 0.60382 -2.78832
H12 -4.38456 -0.15019 -2.01142
H13 -3.17319 -1.17885 -1.04473
H14 -5.15368 -3.45027 -4.04447
H15 -5.43464 -1.63950 -4.17086
H16 -6.66019 -2.75089 -3.29998
H17 -5.75488 -3.79391 -1.32974
C10 -1.22175 1.70803 2.61672
C11 -1.39198 1.28654 1.17268
C12 -0.12546 0.49107 0.92579
O5 0.24460 -0.10099 2.17976
C13 -0.54135 0.49523 3.22038
H18 -2.15886 1.96146 3.11438
H19 -0.55737 2.57634 2.67441
H20 -2.26687 0.63472 1.07700
H21 -1.51172 2.12159 0.48139
H22 0.69605 1.14060 0.60631
H23 -0.26211 -0.29187 0.17611
H24 -1.27585 -0.24755 3.55253
H25 0.10129 0.75207 4.06589
C14 0.27541 1.85240 7.88053
C15 0.44311 3.35593 7.86725
C16 -0.17925 3.73027 6.53608
O6 -1.20583 2.76432 6.27031
C17 -1.06819 1.67974 7.19978
H26 0.30551 1.41545 8.87974
H27 1.06218 1.38571 7.27881
H28 -0.13099 3.80060 8.68645
H29 1.47964 3.68373 7.96017
H30 0.55409 3.67258 5.72427
H31 -0.61271 4.73280 6.54306
H32 -1.88994 1.74996 7.92071
H33 -1.15080 0.72856 6.66910
C18 4.34789 -2.06489 4.34718
C19 3.01787 -2.22481 3.64162
C20 3.30700 -1.61589 2.28403
O7 4.69862 -1.84279 2.01542
C21 5.33362 -2.29624 3.21771
H34 4.48822 -2.75326 5.18213
H35 4.44654 -1.04228 4.72601
H36 2.78172 -3.28823 3.53194
H37 2.18570 -1.74217 4.15598
H38 3.13824 -0.53470 2.28970
H39 2.70273 -2.05801 1.48899
H40 5.55674 -3.36219 3.09791
H41 6.27307 -1.75820 3.36260
C22 5.06576 2.86189 -1.01029
C23 5.01254 2.15652 0.32683
C24 3.53896 2.24674 0.67300
O8 2.81972 2.24668 -0.56996
C25 3.75367 2.43946 -1.64135
H42 5.93433 2.59405 -1.61416
H43 5.07586 3.94497 -0.85847
H44 5.30401 1.10807 0.20526
H45 5.65647 2.60365 1.08571
H46 3.30861 3.18297 1.19316
H47 3.20224 1.41232 1.29206
H48 3.85697 1.48547 -2.17140
H49 3.36393 3.18485 -2.33844
C26 -7.77579 -0.34902 -8.34502
C27 -7.95116 -1.83703 -8.13188
C28 -6.89538 -2.13162 -7.08386
O9 -6.75458 -0.94440 -6.29172
C29 -7.44054 0.13169 -6.94643
H50 -8.65540 0.14171 -8.76426
H51 -6.92992 -0.16717 -9.01575
H52 -8.94754 -2.03854 -7.72563
H53 -7.82700 -2.42924 -9.03971
H54 -5.92510 -2.34407 -7.54534
H55 -7.16617 -2.97191 -6.44040
H56 -8.34842 0.34869 -6.37318
H57 -6.80899 1.02249 -6.94849
C30 -3.92608 -2.22738 4.02073
C31 -4.12694 -3.71274 4.22815
C32 -3.06061 -4.03245 5.25891
O10 -2.88533 -2.85145 6.05415
C33 -3.56029 -1.76017 5.41476
H58 -4.80248 -1.71778 3.61756
H59 -3.08680 -2.05839 3.33789
H60 -5.12081 -3.89744 4.64844
H61 -4.02809 -4.30216 3.31541
H62 -2.10163 -4.26054 4.78132
H63 -3.33686 -4.87066 5.90254
H64 -4.45477 -1.52848 6.00338
H65 -2.91203 -0.88085 5.40593
C34 7.24473 6.14393 -4.19267
C35 8.16712 4.99611 -3.84443
C36 8.11913 5.00250 -2.32879
O11 6.82112 5.48525 -1.95634
C37 6.18064 6.02893 -3.11864
H66 6.83720 6.08933 -5.20326
H67 7.77879 7.09399 -4.08972
H68 7.75278 4.05795 -4.22758
H69 9.17800 5.10865 -4.23913
H70 8.86447 5.68710 -1.91018
H71 8.27817 4.01032 -1.89996
H72 5.38686 5.33572 -3.41930
H73 5.72732 6.99115 -2.87158